The following is a quantum chemistry calculation of C44H52N5O4SeW as an isolated structure, from OMol25.

Structure (XYZ):
```
107
Properties=species:S:1:pos:R:3
W 0.1280 0.5289 1.4224
C -3.9162 -4.9380 -1.7517
C -4.6390 -3.5925 -1.7054
C -5.0201 -3.1861 -3.1405
C -5.9117 -3.7355 -0.8521
C -3.7679 -2.4987 -1.0974
C -2.5274 -2.7737 -0.5236
C -1.7851 -1.7261 -0.0336
Se -0.2477 -2.0236 1.1093
C 1.4226 -2.1720 0.1196
C 1.9562 -3.3919 -0.1798
C 3.2598 -3.4429 -0.6970
C 3.9775 -2.2565 -0.7467
C 3.4808 -0.9873 -0.4002
C 2.1499 -0.9743 -0.0382
O 1.3643 0.1593 0.1896
C 4.4417 0.2117 -0.4461
C 5.6679 -0.1183 0.4283
C 3.8365 1.5126 0.0861
C 4.8764 0.4420 -1.9030
C 3.8263 -4.7778 -1.1604
C 5.2894 -4.6577 -1.5902
C 3.7198 -5.8096 -0.0251
C 2.9897 -5.2470 -2.3656
C -2.2492 -0.4079 -0.0752
O -1.3431 0.5264 0.4090
C -3.5244 -0.0972 -0.5390
C -4.2329 -1.1793 -1.0542
C -4.1258 1.3180 -0.4638
C -5.5533 1.3433 -1.0177
C -4.1955 1.7703 1.0047
C -3.2756 2.2985 -1.2849
H -4.5392 -5.6586 -2.2802
H -3.7353 -5.3429 -0.7515
H -2.9665 -4.8729 -2.2913
H -5.6309 -3.9717 -3.5871
H -4.1318 -3.0520 -3.7628
H -5.6044 -2.2637 -3.1665
H -6.5464 -4.5171 -1.2740
H -6.4947 -2.8108 -0.8324
H -5.6699 -4.0137 0.1769
H -2.1585 -3.7888 -0.4521
H 1.3934 -4.3011 -0.0026
H 5.0042 -2.3031 -1.0805
H 5.3713 -0.3540 1.4542
H 6.3366 0.7441 0.4556
H 6.2412 -0.9596 0.0393
H 3.4499 1.4027 1.0971
H 3.0537 1.8992 -0.5742
H 4.6245 2.2642 0.1247
H 5.3940 -0.4267 -2.3147
H 5.5605 1.2912 -1.9556
H 4.0139 0.6545 -2.5426
H 5.9350 -4.3517 -0.7608
H 5.4161 -3.9577 -2.4214
H 5.6393 -5.6315 -1.9325
H 4.1949 -5.4468 0.8904
H 4.2260 -6.7284 -0.3242
H 2.6828 -6.0718 0.2011
H 3.0469 -4.5303 -3.1893
H 1.9380 -5.3866 -2.0989
H 3.3738 -6.2042 -2.7227
H -5.2206 -0.9868 -1.4458
H -6.2174 0.6743 -0.4657
H -5.5815 1.0786 -2.0776
H -5.9546 2.3531 -0.9225
H -4.7762 1.0623 1.6017
H -4.6902 2.7426 1.0607
H -3.2123 1.8784 1.4573
H -3.2325 1.9963 -2.3339
H -2.2543 2.3772 -0.9044
H -3.7220 3.2943 -1.2393
O 1.3568 0.1026 2.8327
N 1.0553 0.2854 4.1106
N -0.1141 0.7228 4.2213
O -0.8080 0.8882 3.0961
C -0.7143 1.0659 5.4652
C -0.1059 0.6226 6.6426
C -0.6847 0.9817 7.8383
C -1.8406 1.7609 7.8511
C -2.4303 2.1910 6.6644
C -1.8743 1.8419 5.4525
H 0.7847 0.0079 6.6125
H -0.2449 0.6487 8.7684
H -2.2920 2.0298 8.7988
H -3.3249 2.7985 6.6916
H -2.3181 2.1640 4.5203
N 2.2806 7.9787 -5.7952
C 2.0098 7.3563 -4.8667
C 1.6801 6.5748 -3.7016
C 1.0110 7.1637 -2.6315
C 0.7068 6.4148 -1.5088
C 1.0804 5.0839 -1.4667
C 1.7475 4.4829 -2.5224
C 2.0413 5.2297 -3.6475
N 0.7811 4.3103 -0.2829
C 0.8066 4.7851 1.0232
C 0.5380 3.7409 1.8248
N 0.3410 2.6184 1.0226
C 0.5103 3.0184 -0.2524
H 0.7228 8.2052 -2.6855
H 0.1566 6.8712 -0.6929
H 2.0691 3.4480 -2.4688
H 2.5636 4.7802 -4.4813
H 1.0248 5.8124 1.2651
H 0.4620 3.7103 2.8972
H 0.3932 2.4050 -1.1243
```

E_tot: -4750.11670 Ha
molar mass: 977.7 g mol⁻¹
net charge: +3
HOMO-LUMO gap: 0.1780 Ha
HOMO level: -16.13 eV